Record 1
Entry from OMol25: a molecular structure, C40H52N5O4PTa (ωB97M-V with the def2-TZVPD basis set).

XYZ file:
```
103
Properties=species:S:1:pos:R:3:forces:R:3
Ta 0.7305 0.2901 -0.0918 -0.13 1.52 2.46
O 2.4018 0.4801 -0.8925 0.78 -0.31 -0.82
C 3.4518 1.3544 -1.0602 -0.13 -0.31 0.04
C 4.7389 0.8647 -1.1404 0.15 -0.19 0.03
C 5.7974 1.7585 -1.1990 -0.07 0.03 -0.03
C 5.5615 3.1313 -1.1765 -0.02 -0.05 0.01
C 4.2640 3.6036 -1.1242 0.06 0.08 -0.05
C 3.1906 2.7116 -1.0811 -0.23 0.27 0.04
C 1.8072 3.1530 -1.0747 -0.04 0.10 -0.02
N 0.7283 2.4527 -0.6595 -0.05 -0.79 -0.01
C -0.3829 3.2725 -0.8674 0.02 -0.05 0.02
C 0.0284 4.4464 -1.3819 0.00 0.06 0.08
N 1.4001 4.3498 -1.5027 -0.02 0.03 0.02
H 4.9051 -0.2050 -1.1311 0.02 0.02 -0.02
H 6.8100 1.3820 -1.2508 0.00 0.02 0.00
H 6.3900 3.8253 -1.1899 -0.01 0.00 -0.03
H 4.0870 4.6717 -1.0839 0.02 -0.01 -0.02
H -1.3814 2.9458 -0.6510 0.02 0.01 -0.05
H -0.5184 5.3308 -1.6599 0.03 -0.02 -0.05
H 2.0016 5.0524 -1.9075 0.00 0.01 0.01
N 2.1879 -0.5086 3.9265 -0.06 0.05 0.07
C 1.9217 -0.8499 2.6727 0.19 -0.03 0.00
N 1.7050 0.2116 1.9053 -0.33 0.38 -0.72
C 1.8307 1.3393 2.7549 0.13 -0.03 -0.03
C 1.7173 2.7080 2.5076 0.04 -0.05 0.00
C 1.9249 3.5596 3.5727 -0.01 -0.04 0.02
C 2.2296 3.0779 4.8574 0.01 0.08 -0.03
C 2.3405 1.7295 5.1119 0.01 -0.07 0.05
C 2.1357 0.8779 4.0316 0.02 0.02 -0.01
H 2.3862 -1.1505 4.6809 0.04 -0.05 -0.04
H 1.9113 -1.8708 2.3318 -0.11 -0.02 0.07
H 1.4952 3.0926 1.5246 -0.02 0.05 0.03
H 1.8622 4.6279 3.4151 -0.02 -0.01 0.01
H 2.3920 3.7846 5.6598 -0.02 -0.01 0.00
H 2.5794 1.3571 6.0992 0.01 0.00 -0.02
C -0.1438 0.7540 -5.2048 -0.04 0.02 0.04
C -1.1785 0.6812 -4.1140 0.03 0.01 -0.07
C -2.5386 0.7683 -4.4052 -0.01 -0.01 0.03
C -3.5026 0.6997 -3.4078 0.01 0.03 -0.03
C -4.9684 0.7848 -3.7338 0.03 -0.01 0.01
C -3.0990 0.5559 -2.0793 -0.23 0.07 0.06
C -1.7540 0.4590 -1.7541 0.23 0.02 -0.22
C -0.8168 0.5141 -2.7894 0.18 -0.03 0.07
N -1.1979 0.3139 -0.4469 0.06 -0.33 -0.10
C -2.0850 0.2371 0.7750 -0.29 0.01 -0.34
C -2.8385 1.5674 0.9756 -0.10 -0.09 0.01
C -3.7229 1.4759 2.2254 0.03 0.04 0.05
C -4.6767 0.2851 2.1074 0.04 -0.01 0.06
C -3.8780 -1.0159 1.9999 0.03 -0.07 0.03
C -2.9781 -1.1853 3.2274 0.01 0.10 -0.11
C -2.0261 0.0125 3.3021 -0.01 -0.03 0.12
C -2.8260 1.3088 3.4550 0.01 -0.06 -0.13
C -1.1937 0.0802 2.0010 0.10 -0.04 -0.05
C -3.0033 -0.9953 0.7406 -0.04 0.00 -0.06
H -0.6061 0.9595 -6.1675 0.01 0.00 0.00
H 0.3987 -0.1875 -5.2953 -0.01 -0.01 -0.02
H 0.5847 1.5420 -5.0073 0.00 -0.01 0.00
H -2.8485 0.8853 -5.4369 -0.01 0.01 0.01
H -5.1289 0.9306 -4.7995 0.00 0.01 0.01
H -5.4393 1.6125 -3.2018 0.01 0.00 -0.01
H -5.4844 -0.1297 -3.4374 0.01 0.00 0.00
H -3.8772 0.5326 -1.3332 0.06 -0.03 0.02
H 0.2559 0.4039 -2.5742 -0.03 0.02 -0.05
H -3.4425 1.8351 0.1113 0.02 -0.03 -0.02
H -2.0999 2.3620 1.1221 -0.03 0.02 0.04
H -4.2967 2.3998 2.3071 0.01 0.02 0.01
H -5.3302 0.4033 1.2387 -0.01 0.00 0.01
H -5.3169 0.2464 2.9910 -0.05 0.01 -0.04
H -4.5681 -1.8576 1.9251 0.03 -0.03 0.02
H -2.4116 -2.1201 3.1585 -0.03 -0.01 0.01
H -3.5795 -1.2326 4.1367 0.04 0.00 0.02
H -1.3380 -0.1017 4.1436 0.02 -0.01 -0.01
H -2.1498 2.1640 3.5565 -0.03 0.01 0.01
H -3.4310 1.2611 4.3618 0.03 0.00 0.02
H -0.6085 -0.8557 1.9363 0.00 0.03 -0.10
H -0.5293 0.9574 2.1083 -0.01 -0.03 -0.09
H -3.6300 -1.0258 -0.1469 0.03 0.07 -0.01
H -2.3686 -1.8847 0.7120 -0.01 -0.01 -0.04
C 2.1666 -4.2955 1.6016 0.01 0.02 -0.07
C 3.0079 -3.5295 0.6080 -0.01 -0.08 -0.01
O 2.2648 -3.1846 -0.6013 0.38 0.03 0.13
P 1.0525 -2.2234 -0.8064 -0.90 -0.01 -0.18
O 0.8833 -2.1822 -2.3575 0.18 0.00 -0.19
C 1.9436 -2.2834 -3.3778 0.03 -0.02 -0.10
C 2.1773 -3.7142 -3.7818 -0.06 -0.06 0.06
O -0.2735 -2.8559 -0.2708 0.05 -0.33 0.18
C -0.8085 -4.1493 -0.7666 -0.08 -0.05 -0.05
C -1.4038 -4.9150 0.3823 0.00 0.03 0.06
H 2.7635 -4.5023 2.4912 0.00 -0.02 -0.01
H 1.8541 -5.2503 1.1811 -0.02 0.00 0.02
H 1.2683 -3.7483 1.8980 -0.03 -0.05 0.02
H 3.8252 -4.1463 0.2468 0.06 0.04 -0.03
H 3.4370 -2.6145 1.0207 -0.01 0.04 -0.06
H 2.8456 -1.8013 -3.0004 -0.02 -0.01 0.08
H 1.5567 -1.7026 -4.2095 0.00 0.06 0.02
H 2.5254 -4.3173 -2.9447 0.03 0.01 -0.02
H 2.9404 -3.7374 -4.5607 -0.01 -0.01 0.00
H 1.2667 -4.1546 -4.1867 0.01 0.00 -0.01
H -0.0025 -4.6986 -1.2531 0.03 0.03 0.02
H -1.5565 -3.8905 -1.5126 0.03 0.05 -0.02
H -0.6477 -5.2145 1.1068 -0.01 0.00 0.00
H -1.8744 -5.8186 -0.0062 0.00 0.01 0.01
H -2.1696 -4.3290 0.8912 -0.01 -0.01 -0.02
```
Positions in Å, forces in eV/Å.

Computed properties:
E_LUMO (spin up / spin down) = -0.37236 / -0.37235 Eh
spin multiplicity = 1
F_max = 2.89 eV/A
energy above the lowest of the compared OMol25 structures with the same formula, charge and spin = 0.00 kcal/mol
total charge = +3

Results of the Mulliken charge analysis, in e, for atoms 1 through 2: -0.5478 0.6700


Record 2
Entry from OMol25: 4 unconnected molecules or ions with the total composition C40H53BBrClN6O5 (ωB97M-V with the def2-TZVPD basis set).

XYZ file:
```
107
Properties=species:S:1:pos:R:3:forces:R:3
C 3.9772 -4.0316 1.8862 -0.84 0.96 -0.86
C 4.4962 -4.9829 0.7033 0.13 -1.15 1.68
O 5.4493 -4.3718 -0.1990 -1.76 0.70 0.04
C 4.8997 -3.2271 -0.8884 0.00 1.46 -0.89
C 3.6464 -3.5461 -1.8344 -0.42 -0.56 0.44
O 3.0383 -2.3270 -2.3817 -0.09 -1.98 0.10
C 1.9873 -2.7351 -3.3091 0.53 1.72 -1.52
C 1.2696 -1.3527 -3.8375 0.54 -2.19 0.18
O 0.0870 -1.1295 -3.0055 1.78 1.32 -1.13
C -0.1478 0.2669 -2.7389 -1.77 0.60 1.62
C -0.6426 0.3410 -1.1878 0.93 0.98 1.91
C 0.2926 1.0038 -0.1402 -3.80 -2.01 0.53
C 1.7063 1.6712 -0.4625 -1.11 0.41 -0.59
C 2.8442 0.6494 -0.9653 0.86 1.59 0.32
C 4.2651 1.3492 -0.6326 3.21 1.71 0.68
C 5.5302 0.6001 -0.1472 0.20 3.64 -0.22
C 6.8599 1.3849 0.1746 -1.89 2.07 -0.83
C 7.0006 2.9286 0.0198 -4.29 -2.09 -1.26
C 5.7291 3.6876 -0.5126 0.00 -3.89 0.63
C 4.4124 2.9110 -0.8178 2.75 -1.17 1.04
C -0.2438 0.9975 1.3627 -2.81 -1.61 -1.05
C 0.6097 1.6535 2.5746 0.51 -0.39 -1.35
N 0.3886 3.1170 2.7339 0.04 -0.75 0.14
C -1.6288 0.3929 1.6999 1.46 1.18 -1.62
C -2.1274 0.4089 3.2355 0.86 -1.04 -0.92
B -1.5514 -0.9774 3.9154 0.42 -0.84 1.09
O -1.8333 -1.2409 5.3334 -0.90 -0.12 -2.55
O -0.7478 -1.9551 3.2241 -2.12 1.04 0.42
C -2.6013 -0.2478 0.6158 2.21 1.19 0.71
N -3.8707 -0.7144 1.1154 0.61 -0.81 -6.33
C -4.6135 -1.2181 0.0117 1.29 0.52 0.43
Cl -6.3163 -1.8215 0.4067 2.37 0.80 -0.29
C -4.1761 -1.3255 -1.4756 1.69 1.14 0.52
C -5.1719 -1.9329 -2.6254 1.94 -0.70 0.08
Br -6.7504 -0.7151 -2.8902 1.05 -0.38 0.14
C -5.5798 -3.4916 -2.4061 -1.71 -0.69 0.79
C -7.1968 -3.7175 -2.4291 0.02 -0.64 -0.49
N -2.8830 -0.8514 -1.9131 -2.52 -0.05 4.51
C -2.0804 -0.2794 -0.8435 0.20 0.18 0.57
H 3.1849 -3.3174 1.4276 1.20 -1.05 0.89
H 3.4402 -4.5854 2.7353 0.98 0.55 -1.37
H 4.7926 -3.3535 2.3215 -0.98 -1.23 -0.65
H 3.6162 -5.4548 0.1434 1.13 0.81 0.71
H 5.0492 -5.8652 1.2124 -0.68 1.46 -1.07
H 5.7515 -2.8031 -1.5491 -1.36 -0.85 1.05
H 4.6111 -2.3550 -0.1856 0.31 -1.56 -0.81
H 3.9951 -4.2582 -2.6615 -0.47 1.02 0.90
H 2.7858 -4.0783 -1.2716 1.51 0.65 -0.63
H 1.2439 -3.4810 -2.8674 0.96 1.07 -0.50
H 2.5390 -3.1590 -4.2377 -1.09 0.24 1.43
H 1.0135 -1.5348 -4.9514 0.07 0.50 1.76
H 2.0737 -0.5437 -3.7647 -1.30 -0.91 0.02
H 0.7582 0.9432 -2.9181 -1.16 -1.14 0.39
H -1.0301 0.6879 -3.3526 1.38 -0.83 0.62
H 2.0670 2.3167 0.4261 -0.62 -1.36 -1.35
H 1.5140 2.4344 -1.3149 0.31 -1.20 1.36
H 2.7121 -0.3681 -0.4693 0.39 1.36 -0.91
H 2.7853 0.6149 -2.1127 0.04 -0.46 1.86
H 5.5190 -0.5284 0.0236 0.00 1.90 -0.32
H 7.7986 0.8344 0.5559 -1.88 0.74 -0.71
H 7.9444 3.5265 0.2506 -1.47 -1.22 -0.33
H 5.7981 4.8147 -0.6620 -0.30 -1.78 0.19
H 3.5209 3.5323 -1.1867 1.54 -1.14 0.61
H 1.7282 1.5140 2.3192 -1.80 0.12 0.51
H 0.4409 1.1143 3.5660 0.08 0.73 -1.48
H 0.7993 3.6662 1.9698 -0.55 -0.53 0.43
H -0.5955 3.3595 2.9058 0.67 -0.13 -0.41
H -1.7157 1.2933 3.8332 -0.77 -1.09 -1.03
H -3.2705 0.3386 3.3379 1.68 0.35 -0.32
H -2.6636 -1.7795 5.3249 0.93 0.56 0.46
H -1.2922 -2.7469 3.0121 0.78 0.59 0.33
H -4.5961 -1.8855 -3.6275 -0.88 0.24 1.87
H -5.1725 -4.2030 -3.2107 -0.20 1.51 1.06
H -5.2355 -3.9079 -1.3822 -0.27 0.99 -1.67
H -7.6162 -3.4444 -3.4708 0.62 -0.24 1.80
H -7.4737 -4.8311 -2.2803 0.78 1.66 -0.17
H -7.7383 -3.1434 -1.6067 0.84 -0.63 -1.30
C -1.8204 -4.3417 -4.3783 0.30 -0.15 0.27
C -2.7650 -4.3879 -5.4294 -0.29 0.01 -0.23
C -2.7324 -5.6514 -5.9646 -0.03 -0.05 -0.08
N -1.7938 -6.3729 -5.2780 -0.01 0.06 0.07
C -1.2359 -5.5840 -4.3056 0.05 0.02 0.02
H -1.5920 -3.4951 -3.7459 -0.01 -0.04 -0.04
H -3.4033 -3.5802 -5.7571 0.05 -0.08 -0.01
H -3.2932 -6.0977 -6.7720 0.05 0.08 0.07
H -1.5516 -7.3337 -5.4584 -0.05 0.19 0.04
H -0.4722 -5.9731 -3.6490 -0.07 0.06 -0.05
C -0.4476 7.7652 2.2602 0.01 -0.24 0.11
C -0.3433 8.6570 1.1639 0.06 0.04 -0.26
C 0.1664 7.9464 0.1048 0.03 0.08 -0.06
N 0.3780 6.6594 0.5227 -0.05 0.03 0.02
C 0.0012 6.5392 1.8343 0.00 -0.05 0.09
H -0.8118 7.9944 3.2508 0.04 -0.05 -0.10
H -0.6121 9.7031 1.1509 0.03 -0.11 -0.01
H 0.3973 8.2447 -0.9068 -0.03 0.00 0.11
H 0.7516 5.9171 -0.0460 -0.10 0.16 0.09
H 0.0863 5.5944 2.3501 -0.02 0.23 0.04
C -2.3914 5.2725 6.8267 0.17 -0.12 0.16
C -3.3333 5.2176 5.7694 -0.13 -0.11 -0.20
C -3.2911 3.9472 5.2493 -0.02 0.00 -0.12
N -2.3549 3.2344 5.9508 0.00 0.05 0.03
C -1.8055 4.0334 6.9176 0.07 0.02 0.03
H -2.1676 6.1238 7.4526 -0.02 -0.10 -0.06
H -3.9719 6.0187 5.4273 0.06 -0.09 0.02
H -3.8439 3.4901 4.4420 0.03 0.07 0.07
H -2.1093 2.2719 5.7823 -0.09 0.15 0.12
H -1.0463 3.6528 7.5839 -0.07 0.07 -0.07
```
Positions in Å, forces in eV/Å.

Computed properties:
E_LUMO = -0.04241 Eh
spin multiplicity = 1
F_max = 6.41 eV/A
SMILES string = CCOCCOCCOCc1c(CCc2ccccc2)c(CN)c(CB(O)O)c2nc(Cl)c([C@H](Br)CC)nc12.c1cc[nH]c1.c1cc[nH]c1.c1cc[nH]c1

Results of the Mulliken charge analysis, in e, for atoms 1 through 2: -0.7627 -0.2225